C5H3NO | wB97M-V/def2-TZVPD

Properties
HOMO level (alpha / beta): -0.299 / -0.299 Ha
Maximum force: 0.061 Eh/bohr
E_tot: -322.0453 hartree
Lowest unoccupied orbital energy (alpha / beta): -1.2 / -1.2 eV
HOMO-LUMO gap (alpha / beta): 6.95 / 6.95 eV

XYZ file:
```
10
C5H3NO, DFT wB97M-V/def2-TZVPD
C -0.7268 0.2761 0.2196
C 1.5564 1.1655 0.5224
C -0.3365 -0.0525 -1.1016
C 0.0900 1.4560 0.5511
C 1.2335 1.3891 -0.7955
N 0.8406 0.2776 -1.6039
O 0.1694 2.3240 -0.5512
H -1.6792 -0.0776 0.4699
H 2.2752 0.4322 0.9291
H -1.0231 -0.7737 -1.4452
```

Results of the natural (NBO) charge analysis, in e, for atoms 1 through 8: atom 1 (C): -0.51, atom 2 (C): -0.11, atom 3 (C): 0.07, atom 4 (C): 0.39, atom 5 (C): 0.46, atom 6 (N): -0.54, atom 7 (O): -0.48, atom 8 (H): 0.25